No. 1
Below is a molecular structure, C68H48N2OP2S3Ti in a non-equilibrium geometry, with properties calculated with wB97M-V/def2-TZVPD.

Summary:
Lowest unoccupied orbital energy (alpha / beta), eV: -5.23 / -5.66
Spin multiplicity: 3
Charge: +2
Kohn-Sham gap (alpha / beta), eV: 5.784 / 6.571
Calculated total energy, eV: -150509.27775
Expectation value of S²: 2.0772

Geometry (Å):
Ti  -0.2606  0.1855  -0.1934
S  1.0090  -5.1713  -1.7080
S  -1.5530  5.6407  -0.5894
S  -0.0032  0.8414  2.5403
P  2.0736  0.7974  0.2625
P  -0.3127  -1.7554  1.5532
O  -0.6254  1.4657  1.3042
N  -0.3750  1.5986  -1.4723
N  -0.0212  -0.9436  -1.7963
C  -1.9736  7.2509  -2.5290
C  4.9594  -2.6076  -0.8007
C  4.1518  -1.0332  0.8270
C  0.7488  2.5182  4.6372
C  4.2165  2.0271  1.2849
C  3.2413  -0.5442  -0.1053
C  -2.3872  -1.9543  -0.1113
C  -1.6752  -0.7554  3.8767
C  0.9815  -4.2318  -3.1799
C  2.3536  2.1838  2.8372
C  1.8095  -6.2947  -3.8546
C  4.1393  4.0648  5.5178
C  1.2177  -2.6065  2.0682
C  0.4323  -2.0853  -4.3282
C  1.4329  -4.9928  -4.2290
C  -0.1030  -0.1934  -2.9389
C  0.0277  0.1529  -5.3525
C  -0.1669  2.0871  -3.8746
C  -3.5514  -3.8970  -0.8773
C  0.3118  -2.2248  -1.9335
C  -3.1468  1.2932  5.1770
C  -2.2816  -3.3728  4.7811
C  5.0788  2.7395  2.1180
C  -3.2828  -0.0066  5.6012
C  2.2905  2.0506  -1.0435
C  -3.8142  -2.1697  6.5519
C  1.6433  -6.5331  -2.5278
C  -1.1822  -1.8804  3.1760
C  -2.1909  1.5934  4.1912
C  4.0415  -2.1315  -1.7264
C  -2.5621  -1.0107  4.9321
C  2.9328  3.4118  4.9273
C  -1.5895  -4.1529  0.4875
C  4.5897  3.1794  3.3203
C  -1.2190  6.1847  -3.0719
C  3.1290  1.9810  -2.0861
C  5.0022  -2.0655  0.4736
C  1.6727  3.2164  5.4246
C  -0.1117  1.4840  -5.1805
C  -0.9227  5.2192  -2.1558
C  3.6105  -3.6356  3.0441
C  -1.4842  -3.1466  3.6510
C  -2.6214  -4.7089  -0.2503
C  5.2325  3.9416  4.4326
C  1.3888  3.2357  -0.8252
C  -0.0478  4.0230  -2.3146
C  2.4311  4.1163  -3.0079
C  3.2516  2.9048  3.6528
C  -0.1397  3.4333  -3.6765
C  -0.1131  2.9715  -1.1564
C  1.4488  4.3268  -1.9120
C  0.5582  -2.8546  -3.1611
C  0.1044  -0.7362  -4.2290
C  -4.1415  -0.6566  6.6407
C  -2.8589  -2.2977  5.4084
C  1.8696  -1.9942  3.1446
C  3.1694  -1.1174  -1.3752
C  1.0454  2.0365  3.3813
C  1.7804  -3.7331  1.4828
C  -3.4353  -2.5148  -0.8156
C  3.2025  3.0306  -3.0795
C  -2.2260  7.0961  -1.2070
C  3.0540  -2.5081  3.6292
C  -1.4161  0.6098  3.6151
C  2.8995  1.7203  1.6120
C  2.9731  -4.2409  1.9729
C  -1.4742  -2.7709  0.5692
C  -0.2374  1.2015  -2.7394
H  6.0969  2.9264  1.8152
H  3.5330  -2.0365  4.4746
H  -0.8812  -4.7970  0.9852
H  2.4923  4.8970  -3.7494
H  1.5595  5.3341  -1.5068
H  2.1935  -7.0271  -4.5381
H  -0.7821  3.2803  -0.3429
H  -0.1349  4.1055  -4.5172
H  4.4258  3.5535  6.4385
H  3.9377  5.1041  5.7780
H  1.8526  -7.4251  -1.9732
H  -2.3165  8.0916  -3.1047
H  6.1149  3.4149  4.7983
H  5.7093  -2.4392  1.1984
H  4.2068  -0.6013  1.8171
H  -2.4520  -4.3836  5.1158
H  -5.1953  -0.4666  6.4302
H  -0.1489  2.1458  -6.0316
H  -0.2293  2.3430  5.0532
H  3.7926  1.1359  -2.2098
H  -3.7389  2.0903  5.5948
H  1.3858  3.5616  6.4040
H  3.9143  2.9007  -3.8797
H  -4.3700  -4.3387  -1.4219
H  0.1220  -0.2735  -6.3399
H  0.6191  -2.5148  -5.2973
H  -2.7006  -5.7819  -0.3261
H  -3.9415  -0.2604  7.6372
H  -2.2786  -0.8457  -0.0605
H  0.4506  -2.7827  -1.0132
H  -1.0922  -4.0051  3.1250
H  5.6484  -3.3915  -1.0795
H  4.5310  -4.0423  3.4311
H  -4.1595  -1.8844  -1.3097
H  1.5069  -4.6358  -5.2388
H  5.5650  4.9204  4.0832
H  -2.0714  2.6182  3.8713
H  -4.7073  -2.7739  6.3912
H  -0.9049  6.1660  -4.0993
H  1.2969  -4.2305  0.6558
H  4.0068  -2.5492  -2.7221
H  -3.3510  -2.5274  7.4729
H  2.4507  -0.7293  -2.0887
H  -2.7723  7.7356  -0.5408
H  1.5329  3.6181  0.1916
H  1.4273  -1.1202  3.6114
H  4.5987  1.6915  0.3297
H  3.3999  -5.1220  1.5207


No. 2
Below is 9 unconnected molecules or ions with the total composition C68H56BBr2N3O36P2S2 in a non-equilibrium geometry, with properties calculated with wB97M-V/def2-TZVPD.

Summary:
Lowest unoccupied orbital energy, eV: -1.82
Structure (SMILES): CB(O)c1c([C@H](Br)[C@H](C)Br)cc(CC(N)(N)N)c2c1C(=O)c1cc([PH2]=O)c([PH2]=S)c(S)c1C2=O.O=C1C=C(O)C(=O)C=C1O.O=C1C=C(O)C(=O)C=C1O.O=C1C=C(O)C(=O)C=C1O.O=C1C=C(O)C(=O)C=C1O.O=C1C=C(O)C(=O)C=C1O.O=C1C=C(O)C(=O)C=C1O.O=C1C=C(O)C(=O)C=C1O.O=C1C=C(O)C(=O)C=C1O
Charge: 0
Kohn-Sham gap, eV: 7.058
Calculated total energy, eV: -330607.15693

Geometry (Å):
Br  3.7715  0.9457  0.9183
Br  5.5353  -1.5284  -0.2251
S  -7.5869  -2.0766  -4.6179
S  -5.1810  1.1839  -4.2034
P  -7.4480  -2.5321  -0.2690
P  -7.7196  -0.7091  -3.2361
O  -3.2484  -1.5024  -5.8002
O  -4.5571  -4.5473  5.4473
O  -2.6505  1.2967  6.3867
O  -14.4808  5.2664  7.5315
O  1.0275  -1.0187  2.6959
O  -0.8264  2.4003  4.7062
O  -0.4674  0.7845  -10.0124
O  -5.9523  -4.6034  0.9598
O  10.1787  0.2896  -4.5873
O  8.1351  1.7230  0.6700
O  0.6535  -0.7277  9.0335
O  16.7510  -3.4264  -6.5935
O  -5.6565  0.3733  2.4760
O  2.4738  0.4474  7.4100
O  -15.6549  3.0567  6.4979
O  -2.9809  -6.7262  5.1372
O  -3.4483  1.9195  2.8804
O  -7.1663  -3.9992  -0.4860
O  5.2947  -2.2751  -5.1695
O  12.0733  -1.2689  -5.3796
O  -2.7745  -0.4198  1.6181
O  9.7150  -1.5643  -6.5606
O  -1.1559  0.1710  -5.4113
O  -8.1347  2.6458  5.7530
O  -2.6800  2.2727  -2.7296
O  -11.3403  1.5907  5.3756
O  5.7271  -0.3837  -3.2829
O  8.4052  3.0001  6.0559
O  9.6952  4.4445  4.1627
O  -4.4369  -6.8413  0.6769
O  -10.1591  3.7614  6.4882
O  12.0657  -3.6922  -6.5837
O  -2.6142  -0.8195  -10.4011
O  6.7794  0.3345  2.5509
O  -5.9670  4.2316  6.0858
O  16.7593  -1.0409  -5.3132
N  1.7475  3.6347  -2.1521
N  0.7873  4.4120  -4.2032
N  -0.5798  4.1715  -2.2381
C  -14.3133  3.1879  6.4586
C  6.4994  -1.6734  -5.0828
C  7.4944  -1.9810  -5.9181
C  -5.8631  3.3423  5.2612
C  0.1990  2.0367  -3.4324
C  0.8803  1.4557  6.0015
C  -3.6538  -6.8508  2.8963
C  1.3963  -0.2103  -0.3353
C  -5.7444  1.2434  3.3222
C  -12.2809  4.5815  7.0503
C  -5.2551  -5.0931  2.0118
C  -13.5358  2.2505  5.9087
C  -2.5478  -0.3143  0.4247
C  -6.1509  -0.6203  -2.1819
C  1.3026  0.6446  7.1425
C  -1.0561  0.2420  7.7590
C  8.9638  3.1253  2.3552
C  -1.4784  1.0731  6.6322
C  -2.6120  -0.9594  -6.8604
C  2.8133  -0.6428  0.1446
C  8.7944  -1.3177  -5.8051
C  8.2968  2.6570  4.7559
C  13.2350  -3.0815  -6.3068
C  0.2419  0.0365  8.0017
C  13.1640  -1.7499  -5.6332
C  -12.0820  2.4135  5.8801
C  -3.8232  0.3622  -1.7895
C  -4.5751  2.1373  3.5886
C  -7.0215  2.4336  5.0149
C  -5.0284  0.2638  -2.6402
C  0.5148  3.5414  -3.0106
C  -1.1193  0.2633  -8.9548
C  -4.5349  -5.0455  4.3351
C  -2.9960  -1.2197  -8.1131
C  15.6632  -2.9596  -6.3108
C  -6.9622  1.4563  4.1077
C  -11.5014  3.6423  6.5034
C  0.1195  -0.5386  0.3323
C  7.9699  0.0002  -3.8792
C  -4.8846  -1.2990  -0.0894
C  9.0446  3.4937  3.7687
C  -2.2887  -0.6210  -9.2461
C  -13.7350  4.4288  7.0571
C  3.7524  -1.1536  -1.0637
C  -4.6404  3.1160  4.4942
C  -0.7383  0.5258  -7.7005
C  -3.7960  -0.4259  -0.5362
C  -0.7041  -2.8136  1.7353
C  0.0752  1.1436  -2.1463
C  1.3473  0.6444  -1.5693
C  -6.1123  -1.4165  -0.9271
C  -1.1765  -0.0389  -0.2212
C  -1.4603  -0.0540  -6.5697
C  -5.2971  -4.5028  3.2132
C  -4.4356  -6.3224  1.7771
C  14.4183  -1.0790  -5.3003
C  -1.1906  0.7859  -1.4777
C  8.9748  -0.3057  -4.7108
C  6.6685  -0.6471  -4.0118
C  -3.6953  -6.2575  4.0928
C  7.5535  1.6165  4.3675
C  -0.4177  1.6588  5.7556
C  8.2231  2.0826  1.9672
C  14.4075  -3.6410  -6.6224
C  3.2320  -2.5686  -1.5659
C  -2.5727  1.2653  -2.0760
C  7.4544  1.2632  2.9513
C  15.5911  -1.6398  -5.6128
B  0.1692  -1.4686  1.6692
H  -1.6666  -2.5967  2.2829
H  8.0814  0.7282  -3.0873
H  -4.7920  -1.8440  0.8898
H  1.6296  -0.7170  8.9928
H  7.5409  0.9455  0.6529
H  14.4733  -4.6030  -7.1119
H  11.3673  -3.0862  -6.2629
H  2.3068  0.9398  -2.0771
H  1.1341  1.6931  -3.9754
H  -0.9359  0.4467  -10.8005
H  -3.6370  1.1597  2.2903
H  -3.0516  -7.7295  2.7097
H  7.3820  -2.7207  -6.6992
H  3.8547  -0.4018  -1.8824
H  -0.9954  -3.1040  0.6836
H  1.6572  1.8751  5.3769
H  10.7622  -0.0822  -5.2887
H  14.3522  -0.1240  -4.7971
H  -8.7562  -2.1620  -0.7037
H  1.8618  4.6511  -2.0079
H  -1.8327  -0.1905  8.3749
H  -7.9777  0.5749  -3.8307
H  -13.9425  1.3494  5.4705
H  17.4540  -1.6441  -5.6428
H  3.7004  -2.8523  -2.5575
H  1.4339  3.3036  -1.2231
H  -0.6700  1.9477  -4.1263
H  -7.7963  0.7935  3.9198
H  -7.9231  3.4073  6.3318
H  -3.8024  3.7698  4.6945
H  -2.7829  -1.1597  -5.0121
H  -1.8026  2.3951  4.7447
H  4.7542  -1.8780  -4.4597
H  2.8303  -1.4677  0.9029
H  -0.1029  -3.5982  2.2686
H  -7.4475  -2.3556  1.1623
H  8.9927  3.7803  6.0717
H  -9.8203  2.9512  6.0347
H  7.0060  1.0045  5.0714
H  1.7999  4.6073  -4.1835
H  -1.2914  4.5947  -2.8349
H  9.5232  3.7278  1.6528
H  1.4585  -0.1905  2.3936
H  -3.1838  -6.1267  5.8814
H  3.5353  -3.3945  -0.8538
H  -11.8741  5.4757  7.5023
H  2.1080  -2.5905  -1.6762
H  0.3710  5.3314  -4.0050
H  -4.7541  0.3793  -5.2348
H  -5.7565  -5.2036  0.2167
H  -5.8869  -3.6146  3.3984
H  -3.8295  -1.8716  -8.3367
H  -8.8300  -0.9180  -2.3448
H  0.1044  1.1657  -7.4760
H  -15.9829  3.8627  6.9419
H  -0.2391  4.8097  -1.5206


No. 3
Below is 9 unconnected molecules or ions with the total composition C68H78N10O18 in a non-equilibrium geometry, with properties calculated with wB97M-V/def2-TZVPD.

Summary:
Lowest unoccupied orbital energy, eV: -0.66
Structure (SMILES): COCCCCCCCC[C@@H](COC)NCCCCn1cccc1.O=[N+]([O-])c1ccccc1.O=[N+]([O-])c1ccccc1.O=[N+]([O-])c1ccccc1.O=[N+]([O-])c1ccccc1.O=[N+]([O-])c1ccccc1.O=[N+]([O-])c1ccccc1.O=[N+]([O-])c1ccccc1.O=[N+]([O-])c1ccccc1
Charge: 0
Kohn-Sham gap, eV: 7.341
Calculated total energy, eV: -123514.58543

Geometry (Å):
O  -2.5528  1.4426  -1.7579
O  -2.8022  -3.5804  -3.4344
O  0.7012  -5.8581  0.3832
O  0.1595  -3.1060  -5.7753
O  4.1114  -2.7426  1.1416
O  1.6902  -4.5735  -6.1622
O  0.1152  6.4807  2.2940
O  -2.4126  10.8968  -6.7250
O  -0.1415  2.6884  -5.7771
O  0.6284  -7.3004  1.9807
O  8.2712  -2.9326  4.7141
O  -2.0612  -2.4431  -1.7649
O  2.0942  -2.3912  1.8013
O  6.1221  -2.8530  4.6778
O  -2.6336  9.3994  -5.1961
O  -0.4290  1.1038  -1.7558
O  -0.1723  2.2312  -7.8813
O  -2.5654  -2.0108  4.4183
N  3.1627  -2.9649  1.8725
N  -0.4107  1.9664  -6.7196
N  0.8383  -6.9787  0.8280
N  1.1003  -3.7958  -5.4377
N  7.2204  -2.3870  4.4453
N  -1.7611  0.5252  3.6439
N  -2.8196  -3.2500  -2.2622
N  -2.3683  9.7506  -6.3292
N  -1.4057  1.8011  -1.9483
N  -4.4080  3.3499  4.2746
C  -2.8473  1.9113  1.8710
C  3.3109  -4.0092  2.8925
C  1.0208  1.7942  3.3302
C  3.5861  -5.9793  4.7822
C  -3.1010  3.4551  4.6646
C  1.5627  -7.6607  -1.4171
C  3.0664  -4.2260  -2.2978
C  4.5254  -4.6545  3.0136
C  -0.7968  5.7087  -3.3999
C  6.1522  0.8186  2.8714
C  -4.9986  2.5818  3.1895
C  2.0913  2.0944  1.0250
C  2.1205  -9.9539  -1.8726
C  -5.6320  -5.3833  -1.0714
C  -1.0754  0.6929  -6.4142
C  -3.8679  -3.4860  -0.0552
C  1.2963  -8.0178  -0.1078
C  1.8532  -10.2901  -0.5516
C  -2.3520  -2.1918  5.8060
C  7.2759  -1.0743  3.7826
C  0.0966  3.5835  -2.7334
C  0.8416  -2.8220  -3.2047
C  -1.9644  8.7097  -7.2885
C  -4.2221  2.6004  1.8835
C  2.0660  1.3083  2.3346
C  2.6510  -4.3788  -3.6116
C  -0.7710  -0.5153  3.5382
C  -1.2661  8.0852  -9.4782
C  -1.3656  0.4067  -5.0945
C  -1.1908  3.1628  -2.4555
C  -2.0844  5.2677  -3.1218
C  6.0930  -0.4230  3.4829
C  -3.0030  4.2691  5.7814
C  2.3712  -3.3806  -1.4397
C  1.4387  -9.3167  0.3431
C  -1.5754  6.4084  -7.7773
C  -2.0318  -1.3706  -7.1177
C  -2.7556  0.5472  2.5646
C  -1.2411  6.7544  -9.0798
C  1.9787  -8.6410  -2.3033
C  -4.6839  -4.8143  -1.9059
C  -2.2883  3.9838  -2.6450
C  -5.7027  -5.0044  0.2631
C  -4.3286  4.6695  6.0967
C  0.7150  5.2316  2.5836
C  -1.6305  9.0750  -8.5792
C  8.5101  -0.5279  3.4827
C  1.2586  -2.6853  -1.8918
C  2.3722  -5.3161  4.6468
C  2.2294  -4.3193  3.6980
C  0.2898  4.8681  -3.2107
C  4.6616  -5.6453  3.9714
C  7.3821  1.3872  2.5679
C  1.5463  -3.6661  -4.0435
C  -2.3310  -1.6770  -5.7943
C  0.8725  4.3595  1.3261
C  8.5584  0.7136  2.8702
C  1.0208  1.0077  4.6374
C  -1.3987  -0.1801  -7.4373
C  -1.2541  6.5223  2.6232
C  -5.1668  4.0911  5.1540
C  2.2269  3.6114  1.2189
C  -4.8206  -4.0593  0.7706
C  -3.8192  -3.8714  -1.3824
C  0.3142  -0.3616  4.6004
C  -1.9394  7.3927  -6.8724
C  -1.9982  -0.7839  -4.7858
C  -1.3971  -1.9488  3.6368
H  -1.7164  7.3333  2.0668
H  1.2887  5.2105  -3.4417
H  -6.4486  -5.4470  0.9099
H  -1.1603  0.0584  -8.4632
H  1.6786  5.3722  3.0735
H  1.5357  -5.5784  5.2794
H  -0.2917  -0.4969  2.5571
H  0.0792  4.7090  3.3030
H  -2.3089  -1.2238  6.3132
H  -3.2854  3.6301  -2.4295
H  1.9868  0.2373  2.1579
H  9.5150  1.1565  2.6301
H  0.0409  1.8570  2.8629
H  5.6074  -6.1563  4.0838
H  0.7180  -2.0296  -1.2225
H  -0.0220  -2.2812  -3.5624
H  -1.4216  6.6796  3.6912
H  2.7301  4.0115  0.3383
H  -4.8751  -3.7666  1.8101
H  1.2971  2.8190  3.5818
H  -2.2178  0.5074  4.5443
H  -0.9602  5.9841  -9.7856
H  -6.3179  -6.1214  -1.4633
H  2.8785  3.8633  2.0578
H  -2.8251  -2.6046  -5.5590
H  2.4394  -10.7180  -2.5692
H  3.6933  -6.7594  5.5243
H  -2.2886  -2.0665  -7.9042
H  -3.7074  0.2205  2.9837
H  5.3571  -4.3907  2.3785
H  9.4198  -1.0578  3.7220
H  2.9386  1.7580  0.4313
H  1.1553  1.9271  0.4896
H  -2.5039  -0.2004  1.8151
H  -5.2302  1.5734  3.5327
H  -0.6377  -2.6554  3.9827
H  -2.9296  5.9247  -3.2775
H  -1.7695  5.5997  2.3410
H  5.1394  -0.8716  3.7201
H  -2.0842  2.5980  2.2226
H  2.1894  -8.3800  -3.3314
H  3.0319  1.4852  2.8224
H  3.1833  -5.0342  -4.2856
H  -2.2252  -1.0093  -3.7554
H  -4.6458  5.2903  6.9154
H  0.9389  2.9222  -2.5938
H  -1.0977  1.1002  -4.3143
H  0.0907  3.6022  1.3280
H  -4.6231  -5.1021  -2.9448
H  -1.6776  -2.2671  2.6331
H  0.6375  1.6337  5.4397
H  0.7406  5.0272  0.4796
H  2.0695  0.8206  4.8821
H  3.9341  -4.7657  -1.9416
H  -4.0640  3.6468  1.6185
H  -2.1999  7.1262  -5.8593
H  7.4239  2.3591  2.0941
H  -3.1906  -2.7450  6.2163
H  1.2292  -9.5690  1.3718
H  -0.1581  -0.5081  5.5753
H  -1.5522  5.3727  -7.4662
H  2.6956  -3.2606  -0.4219
H  -2.6059  1.7319  0.8253
H  -1.0026  8.3529  -10.4921
H  1.0174  -1.1866  4.5011
H  5.2373  1.3427  2.6326
H  1.2897  -3.7999  3.5847
H  -3.1775  -2.7510  0.3311
H  -6.2343  4.1637  5.0515
H  1.9655  -11.3125  -0.2182
H  1.4482  -6.6369  -1.7446
H  -0.6390  6.7128  -3.7731
H  -2.2714  2.9629  4.1903
H  -2.1067  4.5488  6.3021
H  -1.4127  -2.7106  5.9981
H  -1.6535  10.1111  -8.8820
H  -4.8457  2.1666  1.1037
H  -5.9618  3.0472  2.9892


- Which formula does entry 3 have?
  C68H78N10O18